Here is C17H32Cl2O2P2Ru as an isolated structure at a distorted geometry from OMol25. Energies are from ωB97M-V/def2-TZVPD.

Properties
Kohn-Sham gap (alpha / beta) = 6.6 / 5.5 eV
Highest occupied orbital energy (alpha / beta) = -13.759 / -14.555 eV
E_LUMO (alpha / beta) = -7.138 / -9.016 eV
<S²> = 6.016
Charge = +2
E_tot = -2514.5623 Eh
Spin multiplicity = 5

```
56
Properties=species:S:1:pos:R:3:forces:R:3:nbo_charge:R:1
P 0.061509 -2.113554 1.309280 -0.470 -1.598 0.454 1.06
P -0.320087 1.882163 2.028525 1.160 -0.353 1.187 1.41
C 0.345825 -0.382196 -0.603883 2.291 1.902 -1.361 -0.48
C 0.547521 0.959526 -0.015385 2.480 -0.088 -2.387 -0.68
H -0.631207 -0.458810 -1.205584 1.110 -0.118 -0.427 0.28
H 1.167994 -1.048786 -0.922501 -0.968 0.516 0.531 0.28
H 1.571270 1.027592 0.386533 -0.627 0.369 0.147 0.25
H 0.230762 1.808624 -0.637577 0.291 -0.431 0.613 0.26
C -1.930248 2.442832 1.531066 -0.466 0.027 -0.563 -1.00
H -2.356248 3.039068 2.339459 -0.333 -0.154 -0.066 0.32
H -2.533747 1.528165 1.325178 -0.411 0.706 0.294 0.22
H -1.875505 3.030076 0.606410 -0.013 -0.047 0.238 0.28
C 0.907767 3.209462 1.762094 0.187 -0.020 -0.469 -0.99
H 0.746195 3.688635 0.781415 -0.122 -0.238 0.359 0.27
H 1.912583 2.760687 1.719076 -0.335 0.257 0.316 0.28
H 0.850873 3.993953 2.531926 -0.070 -0.434 -0.061 0.29
C -0.907306 -3.479984 0.579500 -0.083 0.375 -0.524 -0.94
H -0.902642 -4.323631 1.265627 -0.020 -0.102 -0.015 0.27
H -0.454354 -3.771661 -0.373153 -0.041 -0.029 0.106 0.26
H -1.932483 -3.162500 0.368680 0.044 -0.213 0.171 0.25
C 1.768461 -2.662884 1.014159 0.039 0.984 0.169 -0.93
H 2.437071 -2.020483 1.622079 -0.142 -0.555 -0.345 0.27
H 2.021697 -2.561885 -0.048037 0.081 -0.291 0.353 0.25
H 1.800774 -3.711009 1.330793 0.202 0.198 -0.021 0.28
Ru -1.057987 -0.134427 0.622883 -3.155 -0.596 4.088 0.74
C 0.415311 1.169095 -2.825924 -0.842 1.402 -0.922 -0.15
C -0.929796 1.230811 -2.651940 1.115 0.892 -1.361 -0.23
C -1.894594 0.556815 -3.584186 -0.503 0.040 0.005 -0.46
C -1.466080 -0.852848 -4.020418 -0.421 0.109 -0.180 -0.45
C -0.720318 -1.600009 -2.953434 1.288 -1.142 -1.131 -0.21
C 0.631518 -1.699469 -2.930808 -0.986 -1.149 -1.403 -0.18
C 1.572168 -0.888113 -3.777438 0.272 -0.060 0.076 -0.45
C 1.110927 0.559128 -4.009277 0.432 -0.008 -0.443 -0.46
C -0.218651 -2.248596 3.078208 -0.239 0.228 0.495 -0.96
H 1.121666 1.771338 -2.243350 -0.553 -0.210 -0.047 0.20
H -1.407548 1.963778 -1.988368 0.424 -0.351 0.280 0.20
H -2.073556 1.155910 -4.496324 0.079 -0.023 0.445 0.26
H -2.863327 0.489837 -3.073038 0.051 0.056 -0.138 0.21
H -2.380399 -1.421199 -4.250098 0.298 0.128 0.025 0.25
H -0.909362 -0.795666 -4.967475 -0.040 -0.212 0.515 0.23
H -1.330403 -2.257063 -2.331426 0.199 -0.041 0.033 0.20
H 1.126315 -2.550466 -2.444269 -0.356 0.399 0.456 0.21
H 1.773968 -1.357530 -4.757227 -0.180 -0.027 0.386 0.26
H 2.550185 -0.868476 -3.274273 -0.170 -0.055 -0.063 0.22
H 2.025465 1.148968 -4.187475 -0.393 -0.110 -0.003 0.24
H 0.535010 0.622859 -4.942356 -0.036 0.113 0.466 0.23
H 0.719980 -2.131356 3.622923 -0.076 0.023 0.049 0.28
H -0.658959 -3.233543 3.296731 0.065 0.454 0.154 0.28
H -0.890142 -1.412247 3.351013 0.197 -0.686 0.269 0.25
Cl 0.128073 3.773877 5.925865 -0.175 -0.465 0.062 0.04
C 0.418995 2.015974 5.909751 -0.028 -0.040 -0.283 -0.31
Cl -0.912366 1.002228 6.570066 0.620 0.616 -0.106 0.04
C 0.604573 1.576997 4.452869 0.491 -0.302 0.662 0.78
O 1.587393 1.036606 4.027896 -0.399 0.268 -0.173 -0.54
O -0.489218 1.840090 3.692452 -0.257 0.349 -0.740 -0.77
H 1.354710 1.863271 6.462784 -0.505 -0.265 -0.173 0.27
```
Positions in Å, forces in eV/Å.

***

Here is C31H30ClMnN6OS3 as an isolated structure from OMol25. Energies are from ωB97M-V/def2-TZVPD.

Properties
Kohn-Sham gap (alpha / beta) = 6.0 / 6.3 eV
Highest occupied orbital energy (alpha / beta) = -4.123 / -4.440 eV
E_LUMO (alpha / beta) = 1.903 / 1.903 eV
<S²> = 8.760
Charge = -1
E_tot = -4408.9614 Eh
Spin multiplicity = 6

```
73
Properties=species:S:1:pos:R:3:forces:R:3:mulliken_spin:R:1
Mn -0.034659 -0.631636 0.653624 -0.578 0.436 0.484 4.78
C 0.090521 2.380655 -2.838123 -0.016 0.054 0.039 0.00
C 0.145415 1.190502 -1.931395 0.063 -0.478 -0.057 -0.04
N -0.093629 1.273920 -0.669984 -0.032 0.234 -0.197 0.02
N -0.399881 2.448298 -0.113002 0.133 -0.171 -0.141 -0.03
C -0.381421 2.551520 1.371517 0.168 0.183 -0.335 0.04
N -0.998357 3.876010 1.545441 -0.131 -0.124 0.037 0.01
S -1.297925 1.148514 2.046432 0.071 0.016 0.050 0.05
C 0.473926 -0.180285 -2.436015 -0.130 0.503 0.277 0.05
C 0.780917 -0.446004 -3.765187 0.073 -0.275 -0.017 0.01
C 1.119061 -1.747108 -4.121104 -0.033 0.138 0.046 0.00
C 1.133755 -2.738192 -3.155510 0.012 -0.011 0.050 0.00
C 0.792212 -2.390780 -1.854294 -0.011 0.127 -0.119 0.01
N 0.473590 -1.150824 -1.517175 0.053 0.064 -0.092 0.00
H -0.764115 3.005996 -2.565366 0.003 -0.010 -0.002 0.00
H -0.024525 2.106111 -3.883300 0.020 -0.025 -0.012 0.00
H 0.986897 3.006785 -2.746263 -0.018 0.003 0.027 0.00
H -0.016308 3.277917 -0.555890 -0.047 -0.015 0.030 0.00
H -0.847927 4.193550 2.495189 -0.010 0.049 -0.149 0.00
H -1.999249 3.732467 1.437897 0.007 0.039 0.043 0.00
H 0.758794 0.334740 -4.510424 0.009 0.021 -0.026 0.00
H 1.366091 -1.977328 -5.150992 0.004 -0.014 0.008 0.00
H 1.399956 -3.758920 -3.391034 -0.005 0.000 -0.025 0.00
H 0.761171 -3.113838 -1.047539 0.007 -0.018 -0.014 0.00
C 2.053313 3.709705 5.889663 -0.083 0.022 -0.003 0.00
C 0.703027 3.545056 5.514963 0.007 -0.005 0.049 0.00
C 0.372400 3.190141 4.238422 0.118 -0.137 -0.104 0.00
C 1.367943 2.982265 3.242568 -0.133 0.030 -0.088 0.01
C 1.066821 2.641404 1.874947 -0.017 0.103 0.195 -0.03
C 2.110404 2.427728 1.020012 0.122 -0.118 -0.046 0.00
C 3.459646 2.522201 1.429396 -0.056 0.008 -0.031 0.01
C 3.761849 2.882196 2.701605 -0.042 0.031 0.065 0.00
C 2.720286 3.127124 3.634086 0.122 -0.011 0.021 0.00
C 3.032982 3.497300 4.966771 0.000 -0.015 -0.066 0.00
H 2.307251 3.988481 6.904941 -0.011 -0.005 0.009 0.00
H -0.080711 3.674414 6.251166 0.005 0.012 0.010 0.00
H -0.659502 3.000680 3.983766 -0.050 -0.089 0.078 0.00
H 1.933493 2.114071 0.000554 0.084 0.047 0.066 -0.02
H 4.239162 2.288468 0.715539 -0.015 0.000 -0.014 0.00
H 4.790722 2.969758 3.031105 0.002 -0.007 0.011 0.00
H 4.077774 3.600411 5.237703 0.005 -0.005 -0.001 0.00
Cl 1.950321 -0.962587 1.720279 0.652 -0.152 0.124 0.09
S 3.902566 -0.126397 -1.242112 -0.032 0.050 -0.206 0.00
C 4.148181 0.037604 -2.864024 0.008 0.020 -0.001 0.00
N 4.680199 -0.893483 -3.702334 -0.025 -0.075 0.093 0.00
C 4.887482 -0.393992 -5.045189 -0.007 0.032 -0.033 0.00
C 3.957536 0.830469 -5.057479 0.086 0.039 -0.025 0.00
N 3.846480 1.132907 -3.639678 -0.044 -0.083 0.125 0.00
H 5.180968 -1.667426 -3.303040 0.000 0.003 -0.022 0.00
H 4.605082 -1.131716 -5.796843 0.016 0.017 -0.009 0.00
H 5.928226 -0.100967 -5.217652 -0.003 0.015 0.023 0.00
H 2.988948 0.589161 -5.503934 -0.040 -0.053 0.022 0.00
H 4.396742 1.663635 -5.606112 -0.042 -0.011 -0.021 0.00
H 3.111839 1.724854 -3.288214 0.050 0.062 -0.007 0.00
C -5.444255 -7.747830 -1.356124 -0.025 0.068 0.040 0.00
C -6.039852 -8.492079 -0.187091 0.110 -0.218 -0.009 0.00
O -6.721511 -9.476934 -0.337287 -0.065 0.100 0.002 0.00
S -5.698868 -7.986843 1.489810 -0.067 -0.033 -0.032 0.00
C -4.636691 -6.582471 1.340454 0.080 0.156 0.013 0.01
C -3.254561 -6.745513 1.296749 -0.012 -0.012 -0.024 0.00
C -2.423839 -5.646796 1.170579 0.042 -0.045 0.006 0.01
C -2.943882 -4.348037 1.092866 0.057 0.075 -0.029 -0.03
C -4.336412 -4.197942 1.159308 -0.009 0.036 0.003 0.01
C -5.168263 -5.295291 1.285854 -0.006 -0.029 -0.005 0.00
C -2.082655 -3.218759 0.946100 -0.097 -0.093 -0.003 0.04
C -1.351661 -2.245922 0.829126 -0.269 -0.437 -0.107 0.01
H -6.228954 -7.621958 -2.100397 -0.003 -0.010 -0.020 0.00
H -4.670053 -8.383373 -1.788713 0.011 0.006 0.012 0.00
H -5.010675 -6.787601 -1.095381 -0.014 -0.003 0.002 0.00
H -2.834526 -7.742106 1.353363 0.004 -0.006 0.008 0.00
H -1.350182 -5.775230 1.132595 -0.002 -0.007 0.009 0.00
H -4.748800 -3.199042 1.110388 -0.014 -0.004 0.007 0.00
H -6.241947 -5.162251 1.333843 -0.006 0.005 0.005 0.00
```
Positions in Å, forces in eV/Å.

***

Here is a 2-piece molecular cluster, C3H13N4O overall at a distorted geometry from OMol25. Energies are from ωB97M-V/def2-TZVPD.

Properties
Kohn-Sham gap (alpha / beta) = 6.3 / 6.0 eV
Highest occupied orbital energy (alpha / beta) = -8.827 / -13.501 eV
E_LUMO (alpha / beta) = -2.563 / -7.506 eV
<S²> = 2.007
Charge = +1
E_tot = -415.9345 Eh
Spin multiplicity = 3

```
21
Properties=species:S:1:pos:R:3:forces:R:3:nbo_charge:R:1
C 0.402632 1.437717 0.137713 0.750 -3.329 -4.484 -0.63
C -0.761060 0.412121 0.105213 0.438 -1.710 -1.111 0.50
C -0.528905 -0.744780 1.532855 0.905 3.259 -0.383 0.34
N -1.951223 0.987503 0.448079 1.930 4.172 -0.526 -0.70
N -0.553301 -0.261655 2.763105 0.164 2.244 1.795 -0.79
N -0.465308 -2.019710 1.344363 0.332 -3.030 -3.861 -0.80
N 1.476845 -0.388763 -3.082431 -0.022 1.929 1.205 -1.11
O -0.763512 -0.516312 -0.943387 -1.163 1.080 1.659 -0.67
H 0.449089 1.810770 1.057169 0.972 1.342 3.936 0.22
H 0.012666 2.224038 -0.461535 0.003 0.865 -0.907 0.23
H 1.412449 1.058353 -0.370179 -2.338 0.691 1.591 0.26
H -2.826100 0.699676 0.143671 -1.637 -1.453 -0.728 0.42
H -1.880384 2.060080 0.301092 -0.396 -2.193 0.902 0.40
H -0.414891 0.718722 2.929114 0.377 -0.098 0.240 0.40
H -0.804117 -0.798654 3.567914 -0.900 -0.248 0.122 0.41
H -0.508333 -2.675435 2.057892 0.150 -1.179 1.410 0.41
H -0.671399 -2.308776 0.401005 -0.191 -0.557 0.213 0.42
H 1.417652 -1.281697 -3.497106 -0.003 -0.880 -0.838 0.38
H 1.270441 0.380208 -3.735631 0.088 -0.886 0.231 0.39
H 2.426098 -0.235400 -2.736820 -0.326 -0.220 -0.243 0.38
H 0.038657 -0.504276 -1.496223 0.867 0.201 -0.225 0.54
```
Positions in Å, forces in eV/Å.

***

Here is a 2-piece molecular cluster, C2H3Cl4N3 overall at a distorted geometry from OMol25. Energies are from ωB97M-V/def2-TZVPD.

Properties
Kohn-Sham gap (alpha / beta) = 5.2 / 6.0 eV
Highest occupied orbital energy (alpha / beta) = -6.432 / -9.552 eV
E_LUMO (alpha / beta) = -1.221 / -3.551 eV
<S²> = 2.023
Charge = 0
E_tot = -2082.6900 Eh
Spin multiplicity = 3

```
12
Properties=species:S:1:pos:R:3:forces:R:3:nbo_charge:R:1
C 1.027848 0.407398 -0.832935 0.832 0.133 3.136 0.63
C -2.352079 0.086089 0.392400 -1.021 0.020 0.747 -0.05
N 1.225814 -0.676385 -1.450768 1.706 -0.785 3.065 -0.58
N -1.220818 -0.358982 0.568317 1.761 -1.938 0.785 -0.35
N 1.243446 0.877450 0.364901 -2.614 0.514 -3.443 -0.49
Cl 2.518891 -2.026575 -1.154882 -0.972 0.874 0.441 0.07
Cl -1.158453 -1.610486 1.842260 0.048 0.706 -0.564 0.05
Cl 2.656324 0.796653 1.487997 3.681 -1.256 1.985 -0.06
Cl 0.745268 2.622054 0.524266 -1.340 1.097 -0.351 0.01
H 1.029445 -0.814708 -2.343038 -0.918 -0.459 -4.816 0.41
H -3.224894 -0.094326 0.932468 -1.283 -0.885 1.206 0.17
H -2.490791 0.791816 -0.330986 0.123 1.979 -2.193 0.18
```
Positions in Å, forces in eV/Å.

***

Here is C6H7O4P2 as an isolated structure at a distorted geometry from OMol25. Energies are from ωB97M-V/def2-TZVPD.

Properties
Kohn-Sham gap = 7.3 eV
Highest occupied orbital energy = -3.975 eV
E_LUMO = 3.371 eV
Charge = -1
E_tot = -1216.5887 Eh

```
19
Properties=species:S:1:pos:R:3:forces:R:3:nbo_charge:R:1
C -3.074440 0.269189 -0.017820 -0.552 -0.158 2.151 -0.24
C -2.478493 -0.353861 1.123114 0.079 2.054 -1.009 -0.22
C -2.271322 0.696335 -1.068155 -0.929 1.606 -0.897 -0.22
C -1.107609 -0.317348 1.203737 -1.249 -0.728 -0.917 -0.22
C -0.843806 0.584384 -0.976871 -1.654 -0.340 -1.115 -0.21
C -0.316533 0.084247 0.161522 1.964 -1.333 0.272 -0.12
O 1.440103 -1.396209 -2.084357 -0.555 0.375 -0.853 -1.11
O 2.713496 -2.106507 -0.010136 0.201 -0.165 0.444 -1.12
O 2.362705 2.113877 0.336298 -3.692 3.619 2.591 -1.12
O 3.976980 0.326442 0.998852 -0.173 0.585 0.410 -1.05
P 3.172346 1.115818 -0.234445 4.750 -3.765 -2.742 1.33
P 2.050207 -1.035990 -0.795221 2.000 -1.739 -0.743 1.64
H -4.161321 0.504351 0.172565 1.100 -0.317 -1.237 0.20
H -3.000838 -0.616703 2.032024 -0.517 -0.303 -0.291 0.20
H -2.855592 1.270462 -1.906506 1.625 -1.303 1.301 0.21
H -0.728413 -0.913299 1.942615 1.504 -0.908 2.210 0.20
H -0.162321 0.613708 -1.815327 -0.268 0.625 -0.353 0.24
H 0.828377 -0.344864 0.111430 -3.167 2.150 1.172 0.10
H 4.456474 -0.494026 0.826678 -0.467 0.045 -0.394 0.51
```
Positions in Å, forces in eV/Å.

***

Here is a 2-piece molecular cluster, C4H9NO3 overall at a distorted geometry from OMol25. Energies are from ωB97M-V/def2-TZVPD.

Properties
Structure (SMILES) = CN(C=O)CC=O.O
Kohn-Sham gap = 10.1 eV
Highest occupied orbital energy = -9.586 eV
E_LUMO = 0.523 eV
Charge = 0
E_tot = -438.2464 Eh

```
17
Properties=species:S:1:pos:R:3:forces:R:3:nbo_charge:R:1
C 0.244214 -0.503100 -1.233109 0.673 -1.342 -0.913 -0.44
N -0.062806 0.729315 -0.512484 0.165 -1.153 0.203 -0.46
C 0.430507 1.968011 -0.851802 -1.209 -0.010 -1.587 0.53
O -0.113635 2.944166 -0.392341 0.813 0.990 0.267 -0.61
C -1.284508 0.645959 0.309708 -1.043 0.979 -0.312 -0.35
C -1.176122 -0.021041 1.671583 -1.246 -1.320 -0.589 0.42
O -1.994606 -0.840396 2.056791 0.919 0.968 -0.407 -0.51
H -0.278213 -1.384710 -0.739248 0.721 1.251 -0.682 0.22
H 0.003927 -0.495939 -2.318217 -0.784 0.314 0.594 0.19
H 1.320673 -0.763238 -1.325509 -0.539 0.405 0.902 0.24
H 1.155313 2.088082 -1.766166 -0.728 -0.858 1.798 0.14
H -2.137534 0.114718 -0.247696 1.251 0.892 0.660 0.22
H -1.570338 1.723837 0.559904 0.158 -1.317 -0.528 0.28
H -0.360158 0.269915 2.315930 0.699 0.335 0.403 0.12
O 2.152723 -1.990272 0.553668 0.741 -0.847 -0.572 -0.94
H 1.585133 -1.550693 1.165598 -0.594 0.388 0.732 0.47
H 2.085430 -2.934609 0.753390 0.003 0.325 0.031 0.48
```
Positions in Å, forces in eV/Å.